Molecular formula: C18H25BN2O4
Method: DFT, ωB97M-V with the def2-TZVPD basis set

The geometry in XYZ format:
```
50
Properties=species:S:1:pos:R:3:lowdin_charge:R:1
H -1.86 -1.30 -5.65 0.117
C 0.42 -0.09 0.92 -0.452
C -0.52 -2.43 -4.50 -0.253
H 1.19 -3.57 -5.41 0.086
H -0.25 -3.41 -6.29 0.076
H 0.87 -4.75 -2.93 0.115
H -1.19 2.30 1.25 0.063
C 0.34 -2.86 -5.59 -0.060
H 1.93 3.64 3.58 0.121
C 3.07 1.76 4.49 -0.098
C 0.83 3.39 3.46 -0.078
C 1.02 -3.61 -2.88 -0.068
H -1.09 4.09 3.87 0.076
C 0.30 2.02 3.16 -0.390
C 0.77 -0.22 2.37 -0.094
H 1.34 -3.36 -1.86 0.074
H 3.89 2.49 4.56 0.109
O 1.29 -0.10 0.09 0.088
B -2.18 1.79 -0.40 -0.635
C -1.54 0.31 -0.62 -0.184
C -1.97 -1.37 -2.33 -0.213
C 3.26 0.30 4.07 -0.082
H 0.73 -2.03 -6.17 0.085
H -3.78 2.69 -0.69 0.114
H 2.27 1.94 5.17 0.085
H 1.84 -3.32 -3.54 0.069
H -0.58 -2.51 -1.08 0.115
H 3.15 1.64 2.20 0.144
H -3.48 -0.27 -1.39 0.106
H -0.70 0.53 -1.30 0.161
C -2.52 -0.70 -1.14 -0.134
C 2.63 1.27 3.06 -0.233
N 1.22 1.04 2.82 -0.028
H 2.64 -0.51 4.54 0.124
H 0.05 5.34 4.08 0.073
H -2.96 -0.25 -3.85 0.115
H -2.81 -1.39 -0.29 0.151
H -1.62 0.07 1.44 0.148
C -0.04 4.31 3.74 0.048
C -0.17 -2.78 -3.18 -0.228
H 0.00 -0.57 3.08 0.143
O -1.76 2.67 0.55 0.176
C -0.91 -2.30 -2.09 0.030
N -0.95 -0.07 0.67 0.099
O -3.24 2.05 -1.17 0.194
H 1.47 -1.02 2.49 0.127
C -1.58 -1.60 -4.65 -0.066
H 4.30 0.04 3.90 0.091
O -0.91 1.73 3.09 0.016
C -2.22 -1.00 -3.64 -0.042
```

Output
LUMO energy, eV: 0.411
Calculated total energy, eV: -30919.306
Maximum force, Eh/bohr: 0.0620
SMILES: C=CC(=O)N(CC(=O)N[C@@H](Cc1ccc(C)c(C)c1)B(O)O)C1CC1
Highest occupied orbital energy, hartree: -0.2975

Molecular formula: H4O2
Method: DFT, ωB97M-V with the def2-TZVPD basis set

The geometry in XYZ format:
```
6
Properties=species:S:1:pos:R:3:lowdin_charge:R:1
O -0.23 0.95 -0.73 -0.049
H 0.05 1.77 -0.30 0.051
H 0.07 1.03 -1.64 0.048
O -0.10 -1.37 1.24 -0.072
H 0.49 -1.84 0.64 0.028
H -0.28 -0.53 0.80 -0.007
```

Output
LUMO energy, eV: 0.617
Calculated total energy, eV: -4159.886
Maximum force, Eh/bohr: 0.0052
SMILES: O.O
Highest occupied orbital energy, hartree: -0.4029

Molecular formula: C47H54ClCrN8O4STe
Method: DFT, ωB97M-V with the def2-TZVPD basis set

The geometry in XYZ format:
```
117
Properties=species:S:1:pos:R:3:lowdin_spin:R:1
C 4.10 -4.65 -1.37 0.000
H 4.47 -0.01 6.59 0.000
H -5.90 -0.31 -0.09 0.000
H -3.59 -4.06 2.61 0.000
C -4.26 0.14 1.28 0.000
Te 1.81 -0.67 -4.00 0.046
H 5.88 4.86 2.20 0.000
N -0.40 0.02 -1.06 0.015
H -2.56 -2.82 1.76 0.000
H -3.60 0.46 0.48 0.000
H -6.89 1.12 1.54 0.000
N 2.85 0.06 5.18 0.000
H 1.34 -7.31 -4.01 0.000
C -0.35 -0.71 0.10 0.012
C 2.91 -4.94 -2.11 0.000
C -5.26 -0.89 0.64 0.000
H -0.03 -5.60 -4.70 0.000
C 0.08 4.88 -3.31 0.022
H -4.31 -4.71 -0.97 0.000
Cr 1.29 1.14 -1.73 3.715
C 2.37 3.65 -2.82 0.039
C 3.63 0.64 6.30 0.000
C 5.86 4.81 0.02 0.000
N 1.49 1.96 4.67 0.000
C -4.14 3.05 3.52 0.000
C -4.71 -2.10 -0.11 0.000
H 4.64 2.55 -3.15 0.000
H 2.31 -1.83 4.50 0.000
H -5.99 -1.21 1.37 0.000
C 3.35 -2.37 -1.31 0.001
H 2.99 0.81 7.20 0.000
C -5.77 -3.91 1.33 0.000
H 2.00 2.67 6.58 0.000
H 3.09 4.50 -2.94 0.000
O 2.45 -0.19 -0.78 0.054
H -2.05 2.53 -2.32 0.001
H -6.18 -3.17 1.98 0.000
C 4.51 2.41 0.30 0.002
H 3.97 1.48 0.37 0.001
H 4.69 2.68 2.41 0.000
H 4.86 -5.41 -1.28 0.000
H -7.55 3.09 2.95 0.000
C -6.15 1.71 2.06 0.000
C 1.55 -6.36 -3.55 0.000
C -4.79 1.35 1.91 0.000
H 3.30 -7.09 -2.44 0.000
H 0.06 2.03 3.08 0.000
C 2.26 0.90 4.25 0.000
C 1.20 2.18 6.04 0.000
C 5.56 4.32 1.31 0.000
C 3.22 -1.26 4.70 0.000
N -1.43 -1.42 0.32 -0.001
C 4.78 2.93 -0.98 0.000
H 0.12 3.49 4.06 0.000
H 1.56 1.55 -8.82 0.000
H 0.51 -0.72 0.75 0.001
H 0.43 5.84 -3.66 0.001
H 3.84 -1.64 5.47 0.000
C -0.26 1.10 -7.66 0.004
H 0.96 1.18 6.45 0.000
Cl -6.18 4.55 4.80 0.000
H 1.44 3.22 2.98 0.000
H 4.35 1.16 -2.25 0.000
H 2.92 0.63 -6.76 0.001
H -5.74 -4.93 1.79 0.000
H 5.79 4.60 -2.11 0.000
N 2.29 -2.62 -2.03 0.001
C -3.77 -4.55 -0.02 0.000
H -3.83 -5.45 0.65 0.000
C 1.11 1.22 -7.87 0.000
O 2.31 0.66 3.00 0.001
H -4.00 -2.39 2.72 0.000
H 3.67 -1.13 3.73 0.000
C 0.93 3.78 -2.99 0.011
C -4.44 -3.36 0.76 0.000
C -3.78 2.10 2.63 0.000
C 1.84 0.81 -6.71 0.005
H 6.37 5.78 -0.09 0.000
C 5.50 4.13 -1.10 0.000
H -3.45 3.62 4.13 0.000
C 3.51 -0.99 -0.78 0.008
C -3.59 -3.13 2.04 0.000
O -5.88 -2.41 -1.03 0.000
C -1.59 -0.25 -1.59 0.013
N -2.24 -1.11 -0.78 0.006
C 4.32 -3.35 -0.96 0.000
H 0.28 2.81 6.12 0.000
H 4.01 1.65 6.04 0.000
C 2.61 -6.21 -2.64 0.000
H -3.35 -2.67 -1.64 0.000
S -0.68 0.49 -6.12 0.002
C -1.25 4.42 -3.08 0.007
H 5.13 -3.00 -0.31 0.000
C 0.93 -4.10 -3.38 0.001
C 2.00 -3.87 -2.50 0.000
H -6.52 -3.97 0.55 0.000
C 4.91 3.11 1.44 0.000
H -1.02 1.32 -8.36 0.000
C -5.54 3.40 3.65 0.000
C 4.23 2.21 -2.22 0.002
H 0.25 -3.27 -3.59 0.001
C -3.60 -1.74 -1.17 0.000
N 2.79 2.46 -2.38 -0.015
C 0.73 -5.33 -3.96 0.000
H -2.74 -4.38 -0.23 0.000
H -5.58 -3.17 -1.54 0.000
H -2.19 4.93 -3.23 0.000
C 0.74 2.68 3.67 0.000
H -3.56 -0.30 1.98 0.000
C -6.49 2.79 2.85 0.000
O 4.63 -0.62 -0.29 0.008
N 0.09 2.64 -2.58 0.002
H -1.84 0.10 -2.59 0.001
H -4.06 -1.06 -1.93 0.000
C 1.05 0.35 -5.67 0.005
H -2.70 1.86 2.52 0.000
C -1.21 3.12 -2.62 0.021
```

Output
LUMO energy (alpha / beta), eV: 1.935 / 1.935
Calculated total energy, eV: -128799.456
Maximum force, Eh/bohr: 0.0828
Total charge: -1
Expectation value of S²: 6.018
Multiplicity: 5
Highest occupied orbital energy (alpha / beta), hartree: -0.1025 / -0.1200